(1)
{
  "formula": "C44H47Br2IN6O3SiSn",
  "method": "the ωB97M-V functional and the def2-TZVPD basis",
  "gap_ev": 4.69,
  "de_lowest_kcal_mol": 7.6,
  "spin_multiplicity": 1,
  "lumo_ev": -1.43,
  "homo_energy_ev": -6.12,
  "species": ["Sn", "C", "Si", "C", "C", "N", "C", "C", "C", "C", "C", "C", "O", "C", "C", "C", "C", "C", "C", "H", "H", "H", "H", "H", "H", "H", "H", "H", "H", "H", "H", "H", "H", "H", "H", "H", "H", "I", "C", "C", "C", "C", "C", "C", "C", "C", "C", "C", "H", "H", "H", "H", "H", "H", "O", "N", "O", "C", "C", "C", "C", "C", "C", "N", "C", "C", "N", "C", "C", "C", "C", "H", "H", "H", "H", "H", "H", "H", "Br", "C", "Br", "H", "H", "C", "C", "N", "C", "C", "C", "C", "N", "H", "H", "H", "H", "H", "H", "H", "H", "H", "H", "H", "H", "H", "H"],
  "positions_angstrom": [[-0.06250, -0.80856, 0.76686], [-0.40530, 1.69014, 5.72716], [0.74870, 0.81274, 4.46736], [2.55800, 1.36354, 4.83316], [0.89280, -0.96876, 5.15496], [0.11050, 1.05514, 2.87566], [-0.19290, 2.33314, 2.52266], [0.48120, 3.44674, 3.06536], [0.10380, 4.74974, 2.84996], [-1.01020, 5.01354, 2.07176], [-1.66650, 3.95854, 1.46216], [-1.23550, 2.64904, 1.60626], [-1.85280, 1.60394, 0.95196], [-2.71580, 1.86444, -0.07414], [-3.87270, 1.09654, -0.15554], [-4.73360, 1.24044, -1.22704], [-4.47800, 2.17994, -2.21104], [-3.34300, 2.96794, -2.12004], [-2.46200, 2.80944, -1.06744], [-0.14920, 1.42874, 6.74976], [-1.44450, 1.41994, 5.56446], [-0.35040, 2.76834, 5.62716], [2.71350, 1.40914, 5.90786], [2.84850, 2.32494, 4.42376], [3.25210, 0.63074, 4.42906], [1.52880, -0.90806, 6.03346], [1.36000, -1.66716, 4.47336], [-0.03680, -1.41006, 5.49106], [1.34130, 3.25064, 3.67466], [0.66650, 5.55244, 3.30706], [-1.36500, 6.02214, 1.93486], [-2.54140, 4.17594, 0.86716], [-4.08300, 0.38934, 0.62916], [-5.62120, 0.62554, -1.28294], [-5.16090, 2.30024, -3.03894], [-3.14530, 3.71624, -2.87474], [-1.57400, 3.42244, -1.01994], [2.82830, -1.12006, 1.91636], [3.32300, -2.71236, 0.57556], [4.63030, -3.10816, 0.52706], [4.99600, -4.18146, -0.29374], [4.04000, -4.85276, -0.99804], [2.68580, -4.46676, -0.93164], [1.69760, -5.20236, -1.61494], [0.38850, -4.82836, -1.53254], [0.03650, -3.67536, -0.81704], [0.93860, -2.87556, -0.14464], [2.29300, -3.32686, -0.16184], [5.37520, -2.60256, 1.11976], [6.03150, -4.47506, -0.34244], [4.31130, -5.69606, -1.61714], [1.99370, -6.06786, -2.19034], [-0.38170, -5.40036, -2.03384], [-1.00920, -3.40736, -0.79044], [-5.19840, -4.50226, -3.85474], [-4.48510, -3.69626, -4.43614], [-4.43480, -3.60746, -5.65604], [-3.65750, -2.80286, -3.69134], [-2.82910, -1.98836, -4.42614], [-1.99060, -1.04036, -3.81734], [-1.21260, -0.14206, -4.57034], [-0.54800, 0.85324, -3.90804], [-0.58880, 0.87094, -2.51294], [-1.19350, -0.03486, -1.78004], [-1.93240, -0.95296, -2.40514], [-2.76240, -1.83046, -1.62224], [-2.67580, -1.72186, -0.29124], [-3.52680, -2.38796, 0.45156], [-4.50370, -3.23306, -0.06764], [-4.56490, -3.42466, -1.42774], [-3.67650, -2.71636, -2.25794], [-2.84170, -2.05736, -5.50314], [-1.18350, -0.23366, -5.64494], [0.01600, 1.60314, -4.43674], [-0.09400, 1.65684, -1.97054], [-3.45110, -2.23876, 1.51646], [-5.19170, -3.73226, 0.59506], [-5.29880, -4.09226, -1.85204], [-3.19270, -0.12816, 3.35686], [-2.48340, -1.64306, 4.30916], [-1.34680, -2.78516, 3.20946], [-3.31250, -2.25006, 4.66946], [-1.87880, -1.26176, 5.12896], [3.11840, 3.42414, 0.40266], [2.49600, 3.23184, -0.97874], [2.84910, 1.98064, -1.63194], [3.85570, 2.06184, -2.67094], [5.23190, 2.43634, -2.12774], [2.22910, 0.83734, -1.28834], [2.49170, -0.40326, -2.08184], [1.38670, 0.75044, -0.32214], [2.76490, 4.36084, 0.82566], [4.20210, 3.45084, 0.34356], [2.83930, 2.62294, 1.08046], [2.81490, 4.03804, -1.64154], [1.40450, 3.29364, -0.89714], [3.53610, 2.80594, -3.40904], [3.93210, 1.10364, -3.17704], [5.24560, 3.45424, -1.75034], [5.97130, 2.35974, -2.92054], [5.51310, 1.76174, -1.32374], [2.32320, -0.23236, -3.14254], [1.81120, -1.17586, -1.73684], [3.51080, -0.75146, -1.93034], [1.23090, 1.59894, 0.20706]],
  "forces_ev_per_angstrom": [[-0.11, -0.02, 0.08], [0.49, -0.20, -0.40], [-0.24, 0.21, 0.54], [-0.48, 0.04, -0.33], [-0.19, 0.37, -0.46], [0.72, -0.83, 0.28], [-0.09, -0.33, -0.08], [0.02, 0.14, -0.21], [-0.15, 0.20, -0.05], [0.11, 0.24, 0.09], [-0.14, -0.04, -0.03], [0.38, 0.88, 0.36], [-0.30, -0.37, -0.10], [-0.31, 0.10, -0.32], [0.23, 0.11, 0.26], [-0.09, 0.03, -0.04], [-0.11, -0.08, -0.18], [-0.02, -0.03, -0.04], [0.17, -0.05, 0.04], [0.12, -0.05, 0.22], [-0.21, -0.16, -0.13], [0.03, 0.25, 0.02], [0.01, -0.07, 0.22], [0.06, 0.17, -0.06], [0.17, -0.20, -0.01], [0.18, 0.15, 0.17], [0.09, -0.20, -0.15], [-0.17, -0.07, 0.03], [0.14, -0.01, 0.18], [0.00, 0.08, 0.03], [-0.07, 0.13, -0.05], [0.00, -0.02, 0.03], [0.03, -0.10, 0.08], [-0.07, -0.04, 0.01], [-0.06, 0.03, -0.06], [0.06, 0.04, -0.06], [0.04, 0.01, 0.04], [0.45, -0.63, -0.21], [0.28, 0.60, 0.54], [-0.21, 0.31, 0.16], [-0.02, -0.19, -0.16], [0.21, 0.01, 0.03], [-0.05, 0.26, 0.14], [-0.32, -0.06, -0.14], [0.22, -0.30, -0.20], [-0.04, 0.56, 0.38], [-0.17, 0.19, -0.01], [-0.16, -0.21, -0.13], [0.10, 0.05, 0.08], [0.16, -0.09, -0.03], [0.00, -0.11, -0.05], [0.04, -0.09, -0.05], [-0.01, -0.07, -0.03], [-0.14, -0.03, -0.06], [0.33, 0.27, -0.25], [-0.84, -0.86, -1.17], [-0.17, -0.19, 0.36], [1.46, 1.54, 0.03], [-0.85, -0.95, 0.11], [0.40, 0.32, 0.71], [-0.16, -0.02, 0.23], [0.02, -0.11, -0.22], [-0.01, -0.09, -0.07], [0.16, 0.11, 0.16], [-0.14, -0.15, -0.86], [-0.55, -0.51, -0.25], [-0.20, 0.09, 0.02], [0.02, 0.00, 0.13], [-0.02, -0.08, -0.44], [-0.16, -0.01, 0.50], [0.09, 0.02, 0.26], [-0.04, -0.06, -0.02], [-0.04, 0.05, -0.16], [0.07, 0.13, -0.08], [0.12, 0.12, 0.03], [0.05, -0.01, 0.09], [-0.07, -0.08, 0.06], [0.14, 0.12, 0.09], [-0.01, -0.14, 0.14], [-0.02, -0.05, 0.04], [-0.23, -0.05, 0.40], [0.20, 0.09, -0.13], [-0.11, -0.08, -0.22], [-0.08, 0.01, -0.17], [0.00, 0.13, 0.30], [-0.06, 0.19, -0.15], [0.35, 0.01, -0.14], [-0.18, -0.05, -0.13], [0.14, -0.24, -0.09], [-0.06, -0.05, 0.02], [-0.57, -0.11, 0.42], [-0.04, 0.07, 0.10], [0.13, 0.01, -0.02], [-0.05, -0.08, 0.14], [-0.06, -0.01, -0.01], [0.02, 0.04, -0.03], [0.01, -0.07, -0.02], [-0.08, 0.07, -0.02], [0.03, 0.12, 0.08], [0.10, 0.03, -0.08], [0.07, -0.07, 0.10], [0.03, -0.02, -0.11], [0.02, -0.05, -0.01], [0.14, -0.07, -0.04], [0.08, 0.20, 0.16]],
  "mulliken_charge": [1.28, -1.21, -0.17, -1.31, -1.06, 0.53, 0.01, -0.62, -1.13, -0.89, -1.15, 0.99, 0.70, 0.86, -0.59, -0.50, -1.03, -1.01, 0.02, 0.40, 0.26, 0.38, 0.38, 0.41, 0.38, 0.38, 0.17, 0.35, 0.22, 0.43, 0.42, 0.54, 0.01, 0.51, 0.44, 0.46, 0.68, -0.05, 0.76, -0.56, -0.72, -0.86, 0.68, -0.91, -1.20, -0.58, -1.02, 0.79, 0.43, 0.42, 0.38, 0.37, 0.50, 0.63, -0.65, 1.03, -0.66, -0.89, -0.51, 1.06, -0.82, -1.71, -0.33, 1.16, -1.10, 0.25, 1.41, -0.31, -1.29, -0.82, 0.92, 0.64, 0.53, 0.59, 0.40, -0.21, 0.46, 0.62, -0.01, -0.68, -0.03, 0.68, 0.22, -0.82, -0.80, 0.50, -0.67, -1.31, 0.87, -1.69, 1.41, 0.39, 0.41, 0.02, 0.55, 0.01, 0.38, 0.44, 0.30, 0.44, 0.31, 0.52, -0.60, 0.66, -0.91]
}



(2)
{
  "formula": "C6H15NOSi",
  "method": "the ωB97M-V functional and the def2-TZVPD basis",
  "gap_ev": 9.73,
  "de_lowest_kcal_mol": 82.6,
  "spin_multiplicity": 1,
  "lumo_ev": 0.44,
  "homo_energy_ev": -9.29,
  "smiles": "[H]/N=[Si](C)/C(C)=C\\C.CO",
  "species": ["H", "N", "Si", "C", "C", "C", "C", "C", "H", "H", "H", "H", "H", "H", "H", "H", "H", "H", "C", "O", "H", "H", "H", "H"],
  "positions_angstrom": [[-1.38525, 0.76816, -2.91123], [-0.92966, 0.35342, -2.10383], [-0.30804, 1.20894, -0.81462], [0.24141, 2.96848, -0.53776], [-0.18135, 0.26908, 0.89890], [-1.49704, 0.35137, 1.64246], [0.94184, -0.18651, 1.39415], [2.28614, -0.35038, 0.66169], [0.89664, 3.13910, 0.40921], [0.79109, 3.46355, -1.37329], [-0.60792, 3.63432, -0.29280], [-1.28458, 0.10796, 2.59875], [-1.93658, 1.42971, 1.65820], [-2.30220, -0.14879, 1.20015], [0.85878, -0.78129, 2.32153], [3.02183, -0.16081, 1.37203], [2.40336, -1.28570, 0.15848], [2.35499, 0.29154, -0.15550], [-0.31816, -2.76662, -0.97548], [-1.60194, -2.25126, -0.93306], [0.44657, -1.90108, -0.85697], [-0.06859, -3.49784, -1.82596], [-0.25522, -3.28918, -0.12894], [-1.56613, -1.36616, -1.40614]],
  "forces_ev_per_angstrom": [[0.44, 0.10, 0.04], [0.50, 1.41, 2.20], [-0.48, -2.02, -0.33], [1.11, 1.65, 1.07], [-1.32, 1.94, -2.43], [0.22, 3.45, -2.21], [1.06, -2.15, -0.11], [-2.59, -0.14, 0.75], [-0.91, -0.88, -1.58], [-0.51, -0.54, 0.42], [0.01, -0.38, -0.39], [0.05, -1.08, 3.31], [1.09, -1.32, 0.05], [-0.88, -1.48, -0.61], [0.24, 0.62, -0.05], [1.73, 0.16, 0.87], [0.01, -1.15, 0.36], [0.20, 1.79, -1.26], [1.59, 2.04, -2.65], [-0.89, 1.65, -1.26], [-0.88, -1.54, -0.71], [-0.39, 1.35, 0.69], [0.75, -2.44, 3.43], [-0.14, -1.04, 0.39]],
  "mulliken_charge": [0.20, -0.62, 0.34, -1.05, 0.72, -1.56, -0.24, -1.39, 0.32, 0.34, 0.34, 0.51, 0.29, 0.36, 0.28, 0.40, 0.35, 0.36, -0.39, -0.53, 0.04, 0.24, 0.27, 0.39]
}



(3)
{
  "formula": "H10O5",
  "method": "the ωB97M-V functional and the def2-TZVPD basis",
  "gap_ev": 10.36,
  "de_lowest_kcal_mol": 31.9,
  "spin_multiplicity": 1,
  "lumo_ev": -0.05,
  "homo_energy_ev": -10.41,
  "smiles": "O.O.O.O.O",
  "species": ["O", "H", "H", "O", "H", "H", "O", "H", "H", "O", "H", "H", "O", "H", "H"],
  "positions_angstrom": [[-1.59464, -19.51833, 17.38169], [-1.01118, -20.33600, 17.25571], [-0.94388, -18.90615, 17.75264], [-1.98342, -17.95984, 20.30180], [-2.27523, -18.81628, 20.23576], [-1.07053, -17.98326, 20.66770], [-4.54932, -16.47604, 19.69305], [-5.02232, -15.84495, 20.25513], [-3.77565, -16.71231, 20.27788], [-2.82294, -15.91798, 21.94351], [-2.32695, -16.72029, 21.74915], [-2.46315, -15.29789, 21.31490], [0.81894, -17.68209, 20.67907], [1.62075, -17.98997, 20.96420], [0.85907, -17.75430, 19.73068]],
  "forces_ev_per_angstrom": [[1.82, -1.77, -0.05], [-1.45, 1.52, 0.10], [-0.43, 0.21, -0.04], [2.02, 3.20, 0.56], [-1.13, -3.29, -0.33], [-0.60, -0.20, -0.31], [0.88, -0.09, 0.98], [0.06, -0.22, -0.22], [-1.17, 0.30, -0.95], [-0.02, 0.01, 0.53], [-0.14, -0.21, 0.03], [0.13, 0.50, -0.26], [-3.09, 1.14, -0.85], [3.15, -1.22, 1.41], [-0.02, 0.12, -0.60]],
  "mulliken_charge": [-0.62, 0.33, 0.29, -0.72, 0.30, 0.39, -0.66, 0.32, 0.37, -0.68, 0.38, 0.33, -0.64, 0.29, 0.32]
}



(4)
{
  "formula": "C17H23ClF3N5O2",
  "method": "the ωB97M-V functional and the def2-TZVPD basis",
  "gap_ev": 8.55,
  "spin_multiplicity": 1,
  "lumo_ev": 0.50,
  "homo_energy_ev": -8.06,
  "smiles": "CC(C)(C)NC(=O)NC(=O)CN1CCN(c2ncc(C(F)(F)F)cc2Cl)CC1",
  "species": ["C", "C", "C", "C", "N", "C", "O", "N", "C", "O", "C", "N", "C", "C", "N", "C", "N", "C", "C", "C", "F", "F", "F", "C", "C", "Cl", "C", "C", "H", "H", "H", "H", "H", "H", "H", "H", "H", "H", "H", "H", "H", "H", "H", "H", "H", "H", "H", "H", "H", "H", "H"],
  "positions_angstrom": [[-3.71721, -2.79826, -1.50312], [-3.96024, -2.19499, -0.12138], [-3.30687, -3.05674, 0.96163], [-5.46065, -2.05307, 0.14495], [-3.33852, -0.86926, -0.12555], [-3.34399, -0.02651, 0.90606], [-3.81983, -0.19128, 2.00558], [-2.68212, 1.21788, 0.65643], [-2.04303, 1.65401, -0.46027], [-1.96086, 1.00065, -1.48500], [-1.38802, 3.03004, -0.31529], [0.03341, 3.01994, -0.04374], [0.92465, 2.72545, -1.14756], [1.22376, 1.22754, -1.32922], [1.73086, 0.69929, -0.07493], [3.03308, 0.37802, 0.04385], [3.68585, 0.27283, -1.12768], [4.93439, -0.11455, -1.20286], [5.68602, -0.44116, -0.08429], [7.09720, -0.92074, -0.16812], [7.21323, -2.23202, 0.12982], [7.63203, -0.76550, -1.38697], [7.91204, -0.28051, 0.69171], [5.07131, -0.29515, 1.16024], [3.76273, 0.12281, 1.24033], [3.16966, 0.36503, 2.85908], [0.74845, 0.85722, 0.97116], [0.46010, 2.35723, 1.16997], [-4.16607, -2.17735, -2.27532], [-4.15881, -3.78925, -1.55885], [-2.65095, -2.88487, -1.70035], [-3.75203, -4.04750, 0.96958], [-3.45359, -2.59811, 1.93530], [-2.23928, -3.15381, 0.77621], [-5.92354, -1.43150, -0.61848], [-5.93588, -3.02979, 0.13711], [-5.62014, -1.59269, 1.11586], [-2.90666, -0.54566, -0.98578], [-2.72069, 1.82645, 1.46394], [-1.53866, 3.56687, -1.25521], [-1.87665, 3.59112, 0.48787], [0.50123, 3.12896, -2.06705], [1.86924, 3.24233, -0.94247], [1.97345, 1.08344, -2.10337], [0.31239, 0.69018, -1.60037], [5.35069, -0.16286, -2.19950], [5.62926, -0.49038, 2.06382], [1.07385, 0.40619, 1.90218], [-0.16096, 0.34140, 0.64384], [-0.29097, 2.49752, 1.94850], [1.38732, 2.84108, 1.49769]],
  "forces_ev_per_angstrom": [[-0.01, 0.15, 0.22], [-0.18, -0.22, 0.25], [-0.09, 0.12, -0.09], [0.18, 0.00, 0.01], [0.09, -0.20, -0.56], [0.35, 0.44, -0.23], [-0.24, -0.13, 0.43], [-0.22, -0.01, 0.37], [-0.01, 0.32, 0.02], [0.04, -0.02, -0.31], [0.14, 0.05, -0.03], [-0.21, 0.12, 0.01], [0.10, -0.28, -0.20], [-0.06, 0.36, -0.46], [-0.31, 0.05, 0.02], [0.63, -0.29, -0.03], [-0.33, 0.09, 0.03], [0.49, -0.17, 0.35], [-0.04, 0.07, 0.08], [0.18, -0.13, 0.00], [-0.13, -0.12, 0.07], [-0.13, 0.10, -0.25], [-0.06, 0.15, 0.18], [0.03, 0.00, -0.55], [0.21, -0.05, -0.04], [0.02, 0.06, 0.17], [-0.23, 0.20, 0.43], [0.08, -0.23, 0.10], [-0.06, 0.06, -0.12], [-0.04, -0.09, 0.01], [0.13, -0.03, -0.04], [-0.05, -0.15, -0.01], [0.00, -0.02, 0.09], [0.11, -0.03, -0.03], [-0.06, 0.05, -0.09], [-0.08, -0.14, -0.01], [-0.06, 0.01, 0.06], [0.01, 0.11, 0.18], [-0.01, -0.11, -0.14], [-0.11, -0.08, 0.09], [-0.06, -0.02, -0.05], [0.02, 0.04, -0.03], [0.04, -0.03, -0.10], [-0.21, 0.04, 0.06], [0.11, 0.02, 0.01], [0.14, -0.04, -0.04], [-0.02, 0.00, 0.10], [-0.16, 0.02, -0.19], [0.09, -0.02, 0.06], [-0.01, 0.04, 0.06], [-0.01, -0.08, 0.11]],
  "mulliken_charge": [-1.80, 1.35, -1.67, -1.70, -0.12, 0.37, -0.67, -0.05, 0.86, -0.73, -1.22, 0.17, -0.94, -0.43, -0.05, 0.65, -0.40, -0.55, 0.04, 0.82, -0.25, -0.28, -0.26, -0.89, 0.48, -0.25, -0.64, -0.81, 0.42, 0.43, 0.41, 0.43, 0.41, 0.37, 0.38, 0.43, 0.41, 0.48, 0.28, 0.40, 0.42, 0.41, 0.38, 0.42, 0.18, 0.47, 0.47, 0.71, -0.10, 0.41, 0.35]
}